Entry 1:
Computed, not measured: a molecular structure, C44H36OP2SnTe, with ωB97M-V with the def2-TZVPD basis set.

The geometry in XYZ format:
```
85
Properties=species:S:1:pos:R:3:forces:R:3
Sn 0.766 1.358 1.107 -0.136 0.202 0.105
O -1.996 1.803 0.867 -0.027 0.190 0.167
C -2.264 2.789 -0.066 -0.063 0.046 -0.265
C -3.096 3.871 0.172 0.011 -0.028 0.189
C -3.313 4.791 -0.841 0.046 -0.049 -0.017
C -2.701 4.639 -2.079 -0.013 0.036 -0.077
C -1.807 3.603 -2.281 -0.007 0.005 0.047
C -1.565 2.679 -1.266 0.101 -0.246 0.150
P -0.190 1.493 -1.401 -0.093 0.231 -0.415
C 1.067 2.499 -2.257 0.039 -0.137 0.138
C 1.601 3.575 -1.543 -0.045 -0.035 0.024
C 2.513 4.429 -2.138 -0.007 0.009 0.009
C 2.904 4.213 -3.453 0.018 0.008 0.037
C 2.375 3.150 -4.168 0.035 0.012 -0.064
C 1.454 2.294 -3.578 -0.046 -0.068 0.013
C -0.684 0.158 -2.514 0.112 -0.022 0.257
C -2.028 -0.083 -2.783 0.041 0.055 0.028
C -2.382 -1.144 -3.604 -0.070 -0.048 -0.005
C -1.405 -1.966 -4.145 -0.006 -0.003 0.029
C -0.063 -1.728 -3.873 0.070 -0.010 0.021
C 0.300 -0.673 -3.053 -0.068 0.014 -0.030
C -2.981 1.139 1.577 -0.108 -0.300 0.104
C -4.343 1.369 1.453 0.043 0.156 -0.165
C -5.233 0.631 2.219 0.051 -0.031 0.023
C -4.782 -0.335 3.106 -0.025 -0.093 0.065
C -3.427 -0.589 3.198 -0.018 0.076 -0.025
C -2.519 0.133 2.427 0.262 0.126 -0.224
P -0.766 -0.329 2.462 -0.433 -0.197 0.351
C -0.755 -2.087 2.006 0.101 0.170 -0.062
C -1.729 -2.581 1.139 0.082 0.039 -0.014
C -1.705 -3.914 0.760 -0.015 0.024 -0.049
C -0.711 -4.757 1.236 0.003 -0.009 -0.019
C 0.272 -4.265 2.083 0.044 -0.054 0.017
C 0.259 -2.931 2.464 -0.049 0.002 0.045
C -0.283 -0.207 4.207 0.159 0.035 -0.203
C 0.208 1.018 4.663 -0.036 -0.029 -0.090
C 0.509 1.196 6.003 -0.017 -0.006 0.014
C 0.321 0.149 6.894 0.034 0.049 0.005
C -0.163 -1.071 6.445 -0.038 -0.075 0.012
C -0.467 -1.256 5.106 0.012 -0.010 0.004
H -3.552 4.004 1.143 -0.040 -0.030 -0.010
H -3.962 5.637 -0.657 -0.014 -0.007 -0.005
H -2.896 5.347 -2.872 0.010 -0.001 0.007
H -1.281 3.510 -3.223 0.029 0.068 -0.001
H 1.271 3.775 -0.529 0.036 0.042 0.001
H 2.906 5.268 -1.579 0.014 -0.004 -0.011
H 3.617 4.881 -3.919 -0.004 -0.010 -0.014
H 2.671 2.988 -5.195 -0.014 0.002 0.001
H 1.033 1.486 -4.160 0.004 0.004 -0.004
H -2.791 0.562 -2.365 -0.015 -0.008 -0.026
H -3.426 -1.326 -3.822 0.005 0.000 -0.005
H -1.685 -2.796 -4.780 -0.013 0.023 -0.026
H 0.702 -2.363 -4.301 -0.003 -0.002 -0.008
H 1.349 -0.484 -2.850 0.009 -0.018 -0.037
H -4.723 2.103 0.761 0.000 0.021 -0.004
H -6.293 0.819 2.118 -0.001 0.007 -0.009
H -5.482 -0.902 3.704 -0.006 0.028 0.008
H -3.062 -1.357 3.868 -0.026 -0.029 0.004
H -2.509 -1.927 0.769 -0.047 -0.021 0.008
H -2.475 -4.294 0.101 0.013 -0.019 0.000
H -0.707 -5.802 0.953 0.001 -0.001 0.003
H 1.041 -4.924 2.464 0.005 0.004 -0.006
H 1.016 -2.562 3.147 -0.030 -0.035 0.034
H 0.335 1.844 3.973 0.021 0.045 0.050
H 0.884 2.149 6.350 0.000 -0.006 0.004
H 0.555 0.285 7.941 -0.002 -0.009 -0.002
H -0.309 -1.886 7.142 0.003 0.009 0.003
H -0.839 -2.215 4.768 -0.020 0.011 0.023
C 2.031 -2.273 -0.573 -0.056 -0.069 0.097
Te 2.556 -0.926 1.024 0.262 -0.143 -0.553
C 3.974 -0.185 -0.417 0.055 0.099 0.006
C 4.270 -1.390 -1.273 -0.113 -0.130 0.053
C 5.469 -1.514 -1.962 0.044 0.046 -0.054
C 5.697 -2.620 -2.768 0.001 0.079 0.043
C 4.728 -3.605 -2.883 -0.035 -0.085 -0.034
C 3.539 -3.500 -2.177 -0.043 0.019 -0.002
C 3.307 -2.396 -1.367 0.061 0.099 0.016
H 1.206 -1.859 -1.151 -0.008 0.014 0.145
H 1.711 -3.221 -0.143 0.015 0.052 0.082
H 4.853 0.209 0.087 -0.021 -0.061 0.067
H 3.516 0.621 -0.993 -0.060 0.014 0.067
H 6.228 -0.749 -1.862 0.000 -0.008 -0.016
H 6.638 -2.717 -3.291 -0.010 -0.005 -0.019
H 4.904 -4.470 -3.508 0.019 -0.001 0.013
H 2.793 -4.283 -2.241 0.027 -0.021 -0.019
```
Positions in Å, forces in eV/Å.

Summary:
Gap between HOMO and LUMO (eV): 8.10
Relative energy (zero: lowest compared OMol25 entry of this formula, charge and spin) (eV): 0.128
Strongest force on any atom (eV Å⁻¹): 0.6
Charge: +2

***

Entry 2:
Computed, not measured: a molecular structure, C30H52BN6S3Sr at a distorted geometry, with ωB97M-V with the def2-TZVPD basis set.

The geometry in XYZ format:
```
93
Properties=species:S:1:pos:R:3:forces:R:3
Sr -0.858 0.035 -0.313 2.163 -0.068 -0.773
C -4.140 0.496 -1.692 -0.171 0.052 0.460
C -4.415 -0.897 -1.110 -0.189 -0.020 0.395
S -3.123 -1.741 -0.132 -0.337 -0.277 -0.248
C -3.759 -1.813 1.574 -0.145 0.231 -0.073
C -2.814 -1.324 2.673 0.146 0.135 0.038
S -1.789 0.149 2.396 -0.403 0.107 0.193
C -2.981 1.513 2.193 0.023 -0.108 0.125
C -3.924 1.538 0.992 -0.232 -0.118 -0.268
S -3.182 1.679 -0.683 -0.350 0.104 0.066
H -3.615 0.445 -2.646 0.072 0.046 0.037
H -5.113 0.955 -1.871 0.044 -0.023 -0.229
H -5.292 -0.842 -0.465 -0.018 -0.130 -0.069
H -4.655 -1.582 -1.922 -0.097 0.071 -0.031
H -4.685 -1.239 1.599 -0.025 -0.131 -0.030
H -4.008 -2.858 1.758 -0.039 0.035 0.100
H -3.402 -1.142 3.574 0.023 -0.132 0.030
H -2.066 -2.084 2.912 -0.025 -0.022 -0.028
H -3.598 1.498 3.095 -0.047 0.176 -0.034
H -2.365 2.411 2.232 0.036 -0.004 0.021
H -4.539 0.643 0.992 -0.074 0.101 -0.041
H -4.589 2.399 1.076 -0.009 -0.037 0.204
C 4.930 0.019 -0.177 0.019 -0.001 0.022
C 3.653 0.032 -0.946 0.052 -0.015 -0.017
C 3.460 0.050 -2.315 0.051 -0.006 -0.013
C 2.071 0.054 -2.492 -0.076 0.031 0.195
N 1.466 0.043 -1.309 0.154 0.021 -0.458
N 2.438 0.026 -0.363 -0.034 0.005 -0.007
B 2.090 0.004 1.132 0.007 -0.022 0.136
N 1.343 1.328 1.507 -0.037 0.093 -0.098
N 0.602 1.992 0.564 -0.307 0.254 0.184
C 0.421 3.234 1.013 0.117 -0.034 -0.035
C 1.016 3.374 2.274 0.026 -0.026 0.063
C 1.608 2.158 2.542 -0.004 0.026 -0.011
C 2.465 1.814 3.711 0.006 -0.021 0.018
C -0.175 4.349 0.181 -0.055 0.072 0.030
C -1.554 4.760 0.713 0.008 -0.029 -0.001
C -0.269 3.951 -1.290 -0.017 -0.063 -0.057
C 0.756 5.567 0.284 -0.003 -0.007 0.013
N 1.284 -1.310 1.448 -0.066 -0.009 -0.047
N 0.610 -1.971 0.454 -0.253 -0.330 0.127
C 0.411 -3.217 0.879 0.101 0.057 -0.027
C 0.926 -3.367 2.176 -0.051 0.063 0.083
C 1.479 -2.146 2.495 0.024 -0.046 0.010
C 2.219 -1.786 3.737 -0.017 0.009 0.012
C -0.109 -4.331 -0.002 -0.033 -0.082 0.059
C 0.966 -5.432 -0.027 0.006 0.032 0.002
C -1.395 -4.936 0.577 0.028 0.027 -0.002
C -0.330 -3.856 -1.433 -0.062 0.042 -0.077
C 1.264 0.072 -3.771 0.107 0.015 -0.080
C 0.383 1.320 -3.815 -0.102 0.092 0.048
C 0.376 -1.169 -3.846 -0.111 -0.108 0.043
C 2.200 0.083 -4.982 -0.022 0.007 0.061
H 5.773 0.014 -0.864 -0.005 0.002 -0.021
H 5.002 -0.863 0.459 0.003 -0.006 0.012
H 5.016 0.899 0.462 0.002 0.005 0.014
H 4.226 0.058 -3.071 0.032 0.000 0.010
H 3.078 -0.030 1.797 0.100 -0.011 -0.008
H 1.071 4.254 2.891 0.012 0.019 0.002
H 2.516 2.668 4.384 0.005 0.016 -0.020
H 3.478 1.562 3.398 0.002 -0.022 0.003
H 2.071 0.970 4.273 0.002 0.019 0.005
H -2.291 3.969 0.566 -0.038 -0.043 -0.009
H -1.915 5.641 0.180 0.001 0.010 0.001
H -1.510 5.001 1.776 0.007 -0.011 0.006
H -0.752 2.985 -1.425 -0.077 -0.013 0.019
H 0.722 3.880 -1.738 0.021 -0.024 0.019
H -0.849 4.691 -1.844 0.036 0.037 -0.001
H 0.770 5.976 1.294 0.008 -0.002 0.010
H 0.414 6.354 -0.390 -0.018 0.010 -0.010
H 1.776 5.298 0.010 0.010 0.007 -0.010
H 0.943 -4.252 2.789 0.014 -0.024 0.000
H 2.248 -2.647 4.402 0.014 -0.017 -0.018
H 1.731 -0.971 4.269 -0.014 -0.016 0.011
H 3.242 -1.482 3.519 0.002 0.030 0.002
H 1.086 -5.892 0.955 0.009 0.004 0.014
H 1.930 -5.026 -0.333 0.008 -0.003 -0.011
H 0.680 -6.214 -0.732 -0.012 -0.015 -0.009
H -1.287 -5.140 1.643 0.009 -0.016 0.002
H -1.624 -5.879 0.078 -0.014 0.004 -0.022
H -2.248 -4.273 0.432 -0.037 0.046 0.023
H 0.615 -3.597 -1.908 0.021 0.026 0.015
H -0.977 -2.979 -1.480 -0.040 -0.008 0.026
H -0.810 -4.644 -2.017 0.040 -0.029 -0.003
H -0.326 1.344 -2.978 0.015 -0.023 -0.017
H -0.196 1.352 -4.741 -0.001 -0.010 -0.014
H 0.976 2.232 -3.749 0.030 0.002 0.000
H -0.336 -1.209 -3.012 0.024 0.020 -0.012
H 0.964 -2.084 -3.798 0.033 -0.007 -0.008
H -0.199 -1.176 -4.774 -0.006 0.013 -0.009
H 2.839 0.966 -4.974 0.013 0.015 0.000
H 1.622 0.093 -5.906 -0.019 0.000 -0.010
H 2.838 -0.801 -4.992 0.011 -0.017 0.000
```
Positions in Å, forces in eV/Å.

Summary:
Gap between HOMO and LUMO (eV): 8.51
Relative energy (zero: lowest compared OMol25 entry of this formula, charge and spin) (eV): 0.000
Strongest force on any atom (eV Å⁻¹): 2.3
Charge: +1